Formula: C15H41NO6
Source: OMol25
Level of theory: ωB97M-V/def2-TZVPD

The geometry in XYZ format:
```
63
Properties=species:S:1:pos:R:3:forces:R:3:nbo_charge:R:1
H 1.8777 -4.9647 -1.4435 -0.78 -0.84 0.82 0.207
H 4.5585 0.0444 0.1257 -0.82 0.64 1.47 0.181
H 2.7470 -4.5412 0.1841 -0.09 -0.50 -1.07 0.217
H -3.8336 1.4542 -3.0821 -0.61 -0.15 0.73 0.209
C 3.8514 0.1190 1.0631 7.07 -0.72 -0.42 -0.591
H -3.4315 -0.3773 1.1021 1.54 -0.94 2.13 0.277
H 0.3337 3.0983 -1.2635 2.02 -1.30 -2.68 0.202
C -2.9416 -0.6047 2.1659 2.95 3.44 -2.51 -0.450
H 3.3484 2.4232 2.6268 0.60 -0.48 3.12 0.216
H 0.7403 3.8052 0.2670 2.06 -0.70 2.07 0.211
H 0.2349 -3.3375 4.1524 0.52 1.55 -1.08 0.249
C 2.9268 1.2308 1.0066 -0.73 -2.24 1.09 0.042
H 2.7188 1.2992 -0.0227 -1.02 0.89 -1.53 0.148
O -1.4441 -1.3317 4.5322 0.61 -1.31 -4.58 -0.478
H 3.4948 -0.9153 1.0491 -0.51 0.56 0.74 0.224
H 0.4351 -1.8142 -0.1905 1.02 -1.41 -0.37 0.519
H 0.1357 4.9365 -0.7854 -0.52 -2.38 -0.54 0.207
H -3.0259 4.3056 0.5505 0.17 -0.47 1.06 0.195
O 1.8582 0.6051 1.7228 -2.62 1.51 -2.14 -0.769
C 2.5679 -4.3364 -0.8976 -0.10 -0.65 -0.60 -0.631
H -1.9518 2.8393 -0.7652 1.10 -0.55 -0.05 0.165
H -0.9019 -1.0796 -2.7802 -1.07 2.16 -0.47 0.226
H 1.3252 -3.2533 -2.9507 -7.10 -8.00 -4.52 0.166
H 1.1140 -1.7575 3.7296 0.19 0.53 0.81 0.279
H -2.3321 0.3463 2.4613 -2.40 -0.89 -0.21 0.249
C 0.3663 -2.4568 3.4123 -2.59 -0.36 3.61 -0.720
H -1.8465 -0.5676 -4.1201 -0.74 -1.30 -3.85 0.209
H 0.7478 -2.7836 2.5431 0.57 -1.34 -3.58 0.249
C 3.3440 2.4908 1.6143 -0.32 0.63 -2.42 -0.613
H 1.5335 -1.5596 -2.8242 -0.58 -0.73 0.53 0.198
C 1.8434 -2.6055 -2.6111 8.44 8.89 5.46 -0.588
H -1.4682 4.8553 1.4273 -0.62 -0.97 0.04 0.202
H -1.9485 5.2751 0.0046 0.79 4.58 -4.41 0.198
H 2.5903 3.2198 1.4158 -0.37 0.82 -0.43 0.213
H -2.1794 -0.2791 -0.8304 1.28 -0.02 1.26 0.489
H -1.7632 -2.3106 1.5994 0.25 -0.05 0.07 0.438
H -5.1709 0.2333 -2.5206 2.53 0.30 -1.18 0.225
O 0.7629 -2.7968 -0.3452 -0.11 0.34 -0.05 -0.829
H -0.8552 1.5552 0.5001 0.93 -3.78 -0.75 0.492
C -1.2095 3.1814 -0.0086 -1.43 5.75 -1.13 0.089
C 2.0365 -2.9505 -1.0263 -3.19 -0.18 -3.05 0.115
C -1.6303 -0.2507 -3.1983 1.73 1.46 3.47 -0.632
C 0.1302 3.7891 -0.5503 -2.97 2.43 0.28 -0.642
H 4.2776 2.7560 1.1689 0.78 0.65 0.04 0.205
H -1.0151 -0.8444 1.4699 0.62 -0.34 -0.09 0.532
H -1.2239 0.8267 -3.3421 -0.25 -1.82 0.71 0.207
H 3.4207 -4.5170 -1.5848 0.28 0.63 1.02 0.217
C -1.9353 4.4457 0.4984 -1.02 -4.01 4.35 -0.617
H 4.6070 0.4032 1.9520 -1.48 -1.53 -1.59 0.196
C -0.9958 -1.7378 3.4452 0.72 1.33 3.50 0.718
C -4.1291 0.3811 -3.0870 -2.14 2.27 -1.14 -0.636
H 2.8104 -2.5819 -3.1895 -0.49 -0.54 0.83 0.195
H -3.6759 -0.8879 2.8497 -0.62 -0.82 1.31 0.226
H 0.3983 -0.0179 -0.6747 -1.63 -0.68 1.86 0.473
H -3.1792 -1.3466 -2.3881 -0.29 -1.18 -0.46 0.142
O -0.1270 -0.3109 0.1540 0.81 0.57 -2.26 -1.294
H 1.2728 0.5516 0.8875 -0.46 -0.91 2.79 0.509
O -0.9979 2.3040 1.0039 -0.60 1.23 1.83 -0.711
O -2.9857 0.1132 -1.1348 0.26 0.93 0.80 -0.737
N -1.6356 -1.4317 2.1101 -1.75 -0.36 -0.13 -0.634
H -4.3090 0.3612 -4.2008 0.28 -1.18 1.04 0.220
C -2.9654 -0.3005 -2.4611 -0.69 -1.43 -0.80 0.074
H 2.6993 -2.3994 -0.5167 2.55 2.96 1.26 0.150
```
Forces are in eV/Å.

- HOMO energy: -9.040 eV
- Kohn-Sham gap: 8.943 eV
- E: -29986.691 eV
- E_LUMO: -0.10 eV
- F_max: 13.4 eV/A

***

Formula: C4H9NO2S
Source: OMol25
Level of theory: ωB97M-V/def2-TZVPD

The geometry in XYZ format:
```
17
Properties=species:S:1:pos:R:3:forces:R:3:nbo_charge:R:1
O -1.3347 0.8919 -1.9081 -0.07 0.06 -0.16 -0.520
C -1.2714 0.0547 -1.0496 -0.06 0.17 0.10 0.428
H -2.6021 -2.4798 1.3008 0.15 -0.09 0.00 0.475
H -0.8081 -0.6902 2.4171 -0.10 -0.07 -0.08 0.170
C -0.9112 -1.5225 1.7133 0.45 0.02 0.20 0.082
H 0.9758 0.6678 -1.7763 0.13 -0.03 0.08 0.237
H -2.0614 -0.7088 -0.9290 0.10 0.01 0.04 0.134
H 1.4305 2.6492 -0.1180 -0.08 -0.07 -0.11 0.119
H 1.8802 -0.5064 -0.8394 -0.09 -0.46 0.11 0.232
H 0.0869 -2.0665 0.0082 -0.02 -0.01 -0.05 0.360
O -2.2808 -1.5766 1.3442 -0.36 0.16 0.02 -0.749
H -0.6038 -2.4351 2.2306 -0.10 -0.01 -0.06 0.169
H -0.3075 0.7327 0.7267 -0.13 0.34 0.05 0.231
S 2.2573 1.6013 -0.0014 0.10 0.04 0.32 -0.031
C -0.1115 0.0024 -0.0517 0.53 -1.12 0.07 -0.187
N 0.0066 -1.2831 0.6425 -0.13 0.22 0.01 -0.629
C 1.2096 0.3369 -0.7626 -0.32 0.84 -0.55 -0.522
```
Forces are in eV/Å.

- HOMO energy: -8.909 eV
- Kohn-Sham gap: 9.509 eV
- SMILES: O=C[C@H](CS)NCO
- E: -20713.362 eV
- E_LUMO: 0.60 eV
- F_max: 1.2 eV/A

***

Formula: C5H8N4O2
Source: OMol25
Level of theory: ωB97M-V/def2-TZVPD

The geometry in XYZ format:
```
19
Properties=species:S:1:pos:R:3:forces:R:3:nbo_charge:R:1
H 0.4824 -1.8636 -0.9188 0.21 0.69 0.12 0.403
O -1.7852 -1.3684 1.5665 0.09 0.34 -0.34 -0.572
N 0.5600 -0.8566 -0.7563 0.50 -1.09 -0.68 -0.810
H -2.0877 2.2360 -0.1965 0.06 -0.02 0.01 0.204
N 3.7315 -0.0145 0.5623 -0.40 0.12 -0.02 -0.166
C 1.7135 -0.4300 -0.1758 0.20 -0.35 -0.13 0.484
C 2.9787 -0.9477 -0.1094 0.01 0.53 0.25 -0.262
H -2.2233 -0.5963 -1.3240 -0.11 0.13 0.16 0.232
N -0.9789 0.7385 0.8684 -0.55 0.07 0.63 -0.624
H 3.3930 -1.8591 -0.4866 0.02 -0.12 -0.03 0.226
H -0.2860 1.0629 1.5241 0.03 0.04 -0.05 0.430
H -0.8103 1.4440 -1.1672 -0.12 -0.04 0.26 0.202
C -1.7294 -0.4090 0.8405 -0.75 -0.01 0.78 0.656
H -0.2725 -0.4423 -0.3828 0.61 -0.18 -0.18 0.396
N 3.0488 0.9800 0.8934 0.56 -0.34 -0.07 0.061
C -2.4204 0.0462 -0.4588 -0.15 -0.13 -0.24 -0.526
H -3.4929 0.2182 -0.3537 0.16 -0.08 0.01 0.246
C -1.5334 1.3102 -0.3507 -0.24 0.43 -0.35 -0.222
O 1.7121 0.7514 0.4253 -0.12 0.01 -0.13 -0.356
```
Forces are in eV/Å.

- HOMO energy: -9.044 eV
- Kohn-Sham gap: 9.763 eV
- SMILES: Nc1cnno1.O=C1CCN1
- E: -15367.653 eV
- E_LUMO: 0.72 eV
- F_max: 1.4 eV/A

***

Formula: C5H7NO2
Source: OMol25
Level of theory: ωB97M-V/def2-TZVPD

The geometry in XYZ format:
```
15
Properties=species:S:1:pos:R:3:forces:R:3:nbo_charge:R:1
H 0.5008 2.6237 0.0787 1.84 -2.57 -0.59 0.408
C -0.3342 -0.2299 -0.1574 2.29 0.38 0.26 -0.283
C 0.8279 0.5156 0.2253 -2.85 0.10 -0.45 0.486
O -2.4343 -0.1139 0.7777 -0.16 -1.30 3.61 -0.695
H -1.6752 -0.3021 1.4604 -2.42 0.36 -1.49 0.484
H -2.1319 0.1969 -1.4166 0.07 -1.01 2.87 0.183
H -0.4583 -2.5438 -0.8261 2.47 2.91 2.01 0.258
C 0.1956 -1.5978 -0.2799 -4.95 0.06 -1.87 -0.255
H 2.0057 -2.4012 0.0442 1.10 0.95 0.90 0.209
H 2.3057 2.0651 0.1144 -4.63 -1.20 -0.72 0.407
C 1.4202 -1.4859 0.1211 3.78 -2.89 1.39 0.002
O 1.8605 -0.2113 0.6763 -1.44 -3.10 -2.94 -0.431
N 1.1744 1.7774 -0.1524 2.68 4.77 1.84 -0.836
H -1.5284 1.4335 -0.3893 -0.74 -1.33 0.84 0.120
C -1.7286 0.2736 -0.2763 2.97 3.89 -5.65 -0.057
```
Forces are in eV/Å.

- HOMO energy: -7.553 eV
- Kohn-Sham gap: 8.222 eV
- SMILES: Nc1occc1CO
- E: -10879.033 eV
- E_LUMO: 0.67 eV
- F_max: 7.5 eV/A

***

Formula: C3H12N6O
Source: OMol25
Level of theory: ωB97M-V/def2-TZVPD

The geometry in XYZ format:
```
22
Properties=species:S:1:pos:R:3:forces:R:3:nbo_charge:R:1
H 0.1377 -2.7382 0.5182 0.02 0.05 0.00 0.215
N -1.9940 -0.5372 0.3596 0.08 -0.04 0.03 -0.981
H 3.0176 0.6902 0.3179 -0.04 0.00 0.00 0.392
N -1.3217 -0.1253 -1.9056 0.06 0.02 0.11 -0.884
H 1.8210 0.5629 1.5204 0.00 -0.01 -0.05 0.389
O 1.4031 0.9903 -1.6055 -0.12 -0.09 0.13 -0.784
H -1.4103 0.7989 1.5961 0.05 0.06 -0.03 0.416
C 1.1478 0.6624 -0.4297 -0.46 -0.22 0.13 0.756
H 1.6953 -1.9586 0.9007 -0.04 0.00 0.00 0.203
H -2.2027 0.3253 -2.1135 0.03 -0.02 0.04 0.379
N -0.5307 1.3209 1.4428 0.06 -0.09 -0.27 -0.687
C 0.6337 -1.7863 0.7136 -0.01 0.09 -0.08 -0.431
N 2.0729 0.8980 0.6024 -0.11 -0.05 -0.03 -0.878
H -0.6381 2.3047 1.6557 -0.01 -0.05 -0.03 0.362
N 0.4663 -0.8869 -0.4211 -0.15 0.44 0.00 -0.560
H -2.7176 -1.1154 -0.0459 0.04 0.04 -0.05 0.370
H 0.7310 -1.3226 -1.3002 -0.03 0.04 0.02 0.406
H -0.5516 0.2926 -2.4213 0.01 0.00 0.09 0.406
H -0.5338 1.9869 -0.5123 0.02 -0.05 0.05 0.399
C -1.0930 -0.1851 -0.5092 0.52 0.19 0.06 0.629
N -0.2992 1.1654 0.0466 0.07 -0.32 -0.12 -0.349
H 0.1662 -1.3428 1.5903 -0.01 0.01 0.00 0.230
```
Forces are in eV/Å.

- HOMO energy: -8.389 eV
- Kohn-Sham gap: 9.228 eV
- E: -14291.475 eV
- E_LUMO: 0.84 eV
- F_max: 0.6 eV/A

***

Formula: C8H12NOS
Source: OMol25
Level of theory: ωB97M-V/def2-TZVPD

The geometry in XYZ format:
```
23
Properties=species:S:1:pos:R:3:forces:R:3:nbo_charge:R:1
H 2.6909 -0.0302 0.9349 -0.03 0.27 -1.44 0.250
H -2.1466 -0.4716 -4.5154 0.73 -0.97 1.91 0.262
H 0.9449 -0.0208 2.7978 1.12 0.50 -0.87 0.252
H -1.4371 1.3792 -2.6364 -0.05 -1.28 -0.22 0.252
H 0.6901 -1.2515 0.2547 0.75 -3.46 -1.74 0.439
N 0.6645 -0.3510 0.5488 -0.58 4.07 3.84 -0.366
H 1.7936 1.4013 0.6614 -0.91 3.05 1.72 0.225
H -1.6423 0.0883 3.0515 1.21 0.70 -2.50 0.240
C -1.3709 0.2668 -2.5445 0.26 0.17 0.55 -0.170
H 0.1154 -1.4609 2.5344 0.15 1.14 -2.13 0.266
C -0.8520 -0.3158 -1.4147 0.05 2.04 1.23 -0.352
C -1.7487 -0.7664 -3.4709 -0.13 2.65 -1.83 -0.235
C -1.4339 -1.9952 -3.0250 -0.79 -0.66 -0.73 -0.380
C 1.8970 0.4576 0.3254 0.57 -3.53 -0.93 -0.395
S -0.9468 -2.0048 -1.3853 0.34 -0.91 -0.89 0.461
H -0.3711 1.4853 -0.0270 0.85 -1.52 -1.10 0.264
H -0.7960 1.5673 2.3323 0.08 -1.73 -0.59 0.184
C -1.0065 0.4464 2.0849 -0.76 0.42 3.62 -0.110
C -0.4418 0.3553 -0.1372 -4.58 1.27 1.11 0.202
H 1.8644 0.5862 -0.7555 1.45 -0.52 -0.17 0.243
O -1.7008 0.3150 0.8919 2.88 -1.13 -1.66 -0.500
C 0.3029 -0.4332 2.0276 -2.65 -0.10 2.15 -0.301
H -1.5579 -2.8396 -3.6878 0.04 -0.46 0.66 0.270
```
Forces are in eV/Å.

- HOMO energy: -12.951 eV
- Kohn-Sham gap: 9.855 eV
- Total charge: +1
- SMILES: C[N@H+]1CCO[C@@H]1c1cccs1
- E: -22853.721 eV
- E_LUMO: -3.10 eV
- F_max: 5.6 eV/A